No. 1
Formula: C44H41I3N7OS2Ti
Source: the OMol25 dataset
Level of theory: ωB97M-V/def2-TZVPD

```
99
Properties=species:S:1:pos:R:3
Ti 0.0031 -0.1912 1.0506
S 1.2460 -1.7535 2.8572
C 0.2417 -0.7841 3.9104
C 0.2464 -0.8167 5.3099
C -0.5899 0.0345 5.9991
C -1.4165 0.9143 5.3027
C -1.3583 0.9021 3.9255
N -0.5601 0.0670 3.2599
H 0.9058 -1.5074 5.8174
H -0.6023 0.0183 7.0829
H -2.0915 1.5902 5.8074
H -1.9682 1.5613 3.3208
S -1.7037 0.5244 -0.6211
C -2.0145 -1.0966 -1.3193
N -3.1680 -1.2562 -1.8968
N -3.3506 -2.4976 -2.4475
C -4.6314 -2.9647 -2.6318
C -5.7535 -2.1738 -2.3524
C -7.0222 -2.6860 -2.5649
C -7.2175 -3.9751 -3.0467
C -6.1013 -4.7593 -3.3113
C -4.8243 -4.2677 -3.1100
N -1.1014 -2.0901 -1.2570
N -0.0316 -1.8882 -0.5092
C 0.8281 -3.0014 -0.5025
C 2.1324 -2.8595 -0.0128
C 2.9944 -3.9410 0.0175
C 2.5868 -5.1919 -0.4342
C 1.2948 -5.3385 -0.9216
C 0.4226 -4.2618 -0.9618
H -2.5737 -3.1415 -2.3818
H -5.6072 -1.1800 -1.9564
H -7.8772 -2.0615 -2.3336
H -8.2155 -4.3640 -3.2004
H -6.2237 -5.7713 -3.6806
H -3.9597 -4.8863 -3.3253
H 2.4533 -1.8845 0.3250
H 4.0007 -3.7979 0.3925
H 3.2648 -6.0362 -0.4102
H 0.9579 -6.3048 -1.2814
H -0.5799 -4.3857 -1.3441
N -1.3238 -3.7163 2.0505
C -2.0734 -2.7303 1.5558
O -1.6833 -1.5669 1.5321
C -3.4296 -3.0613 0.9862
I -4.8185 -3.5971 2.5112
H -0.3809 -3.4689 2.3529
H -1.6207 -4.6726 1.9844
H -3.3859 -3.8985 0.2945
H -3.8248 -2.1761 0.4982
C 1.4639 0.2792 -0.1445
C 2.3563 0.6266 -0.9633
C 3.3559 1.0182 -1.7877
C 3.5708 0.3192 -3.0677
C 4.1746 0.9263 -4.1774
C 4.3104 0.2582 -5.3858
C 3.8429 -1.0398 -5.5355
C 3.2258 -1.6521 -4.4488
C 3.0923 -0.9876 -3.2441
C 4.1747 2.1764 -1.3670
C 5.5139 2.3456 -1.7425
C 6.2696 3.4101 -1.2719
C 5.7167 4.3422 -0.4050
C 4.3916 4.1832 -0.0122
C 3.6362 3.1252 -0.4835
H 4.5149 1.9505 -4.1017
H 4.7748 0.7680 -6.2232
H 3.9474 -1.5618 -6.4789
H 2.8393 -2.6611 -4.5381
H 2.5958 -1.4729 -2.4144
H 5.9832 1.6146 -2.3880
H 7.3067 3.5005 -1.5770
H 6.3074 5.1716 -0.0346
H 3.9357 4.8815 0.6798
H 2.6118 3.0060 -0.1504
C -1.4554 6.0029 0.3731
N -1.8268 4.6934 0.8375
C -2.4180 4.6597 2.1535
C -0.9627 3.5691 0.5022
C 0.1738 3.2028 1.4409
C 0.8396 4.2466 2.1005
C 1.9269 4.0215 2.9208
C 2.3915 2.7188 3.0598
C 1.7448 1.6903 2.4018
C 0.5995 1.8759 1.5952
H -2.3279 6.6621 0.4226
H -1.1405 5.9473 -0.6711
H -0.6481 6.5009 0.9371
H -3.2586 5.3572 2.1943
H -1.7183 4.9153 2.9658
H -2.8185 3.6638 2.3501
H -0.5517 3.7619 -0.4945
H -1.6044 2.7002 0.3974
H 0.4840 5.2596 1.9696
H 2.4123 4.8471 3.4293
H 3.2649 2.5025 3.6656
H 2.1676 0.6964 2.5054
I -3.7491 0.9033 0.8449
I -5.9314 1.4658 3.0317
```

The charge is -2. For the energy, the calculation gives -127861.18317 eV. The relative energy (zero: lowest compared OMol25 entry of this formula, charge and spin) is 0.0 kcal/mol. The expectation value of S² is 0.78. Its spin multiplicity is 2.

Mulliken atomic charge list, values in e, 4 entries: -0.20, -0.71, 0.74, -0.94

---

No. 2
Formula: C33H52I2NO2
Source: the OMol25 dataset
Level of theory: ωB97M-V/def2-TZVPD

```
90
Properties=species:S:1:pos:R:3
C -1.6606 5.9468 3.6896
C -2.4358 4.6168 3.4678
C -1.5364 3.3516 3.5569
C -2.0027 2.3569 2.4885
C -1.2282 1.0134 2.5451
N -1.1043 0.4174 1.1979
C -1.8991 -0.5835 0.8163
C -2.9273 -1.1898 1.7482
C -4.2707 -0.3798 1.6863
C -1.8053 -1.0992 -0.4544
C -2.7275 -2.1945 -0.8975
I -2.2686 -4.2046 -0.4641
C -3.8429 -1.9013 -1.5708
C -4.8328 -2.9177 -2.0886
I -4.3180 0.1303 -2.0406
C -0.8521 -0.6186 -1.3599
C -0.8061 -1.2325 -2.7303
C 0.2074 -2.4344 -2.8267
C 0.9390 -2.4431 -4.1934
C 2.3595 -1.8721 -4.1597
O 3.2670 -2.6977 -4.8606
C 4.6018 -2.2747 -4.6585
C -0.0143 0.4399 -0.9359
C 1.0322 0.9752 -1.9218
C 0.5005 2.3547 -2.4555
C 2.4615 1.0875 -1.3435
C 3.4633 1.2460 -2.5081
C -0.1833 0.9408 0.3324
C 0.6488 2.0890 0.8393
C 1.7424 1.8112 1.6342
C 2.5228 2.8045 2.1624
C 2.1891 4.1205 1.8961
C 1.1189 4.4002 1.0925
C 0.3309 3.4021 0.5614
H -0.5823 5.7745 3.6508
H -1.9711 6.3952 4.6356
H -1.9049 6.6496 2.8875
H -2.8083 4.6451 2.4343
H -3.3130 4.5347 4.1133
H -0.4765 3.6101 3.4639
H -1.6756 2.8873 4.5430
H -1.9402 2.8262 1.5047
H -3.0648 2.1360 2.6537
H -0.2495 1.1524 3.0019
H -1.7896 0.3769 3.2221
H -2.5686 -1.2265 2.7787
H -3.1374 -2.2242 1.4813
H -4.5702 0.0236 2.6541
H -5.0529 -1.0398 1.3018
H -4.1565 0.4066 0.9397
H -5.4260 -2.4387 -2.8737
H -5.5357 -3.1992 -1.2973
H -4.3637 -3.7988 -2.5300
H -0.4765 -0.5064 -3.4788
H -1.7845 -1.5647 -3.0737
H -0.3415 -3.3739 -2.7417
H 0.9369 -2.3542 -2.0133
H 0.9852 -3.4852 -4.5276
H 0.3826 -1.8947 -4.9616
H 2.3576 -0.8712 -4.6257
H 2.7233 -1.7547 -3.1226
H 5.0434 -2.7746 -3.7854
H 4.6745 -1.1864 -4.5181
H 5.2049 -2.5057 -5.5407
H 1.1066 0.3491 -2.8107
H -0.3595 2.7005 -1.8877
H 0.1258 2.1981 -3.4755
H 1.2947 3.1005 -2.5305
H 2.5556 2.0122 -0.7685
H 2.7408 0.2552 -0.6884
H 4.4935 1.3436 -2.1608
H 3.1747 2.1021 -3.1259
H 3.4026 0.3664 -3.1527
H 1.9633 0.7643 1.8378
H 3.3634 2.5651 2.8043
H 2.7936 4.9056 2.3392
H 0.8401 5.4296 0.8818
H -0.5192 3.6491 -0.0622
C 1.6404 -4.6922 3.6297
C 2.2703 -4.5970 2.2483
C 1.7196 -3.4112 1.4698
O 2.0268 -5.7999 1.5246
H 0.5584 -4.8352 3.5510
H 2.0382 -5.5499 4.1721
H 1.8300 -3.7908 4.2156
H 3.3523 -4.5009 2.3450
H 0.6397 -3.5129 1.3214
H 2.1743 -3.3599 0.4785
H 1.9122 -2.4704 1.9916
H 1.0736 -5.9015 1.4308
```

The charge is +1. For the energy, the calculation gives -56844.47668 eV.

Mulliken atomic charge list, values in e, 4 entries: -1.19, -0.54, -0.55, -0.45

---

Calculated F_max, 1.00 1.76 eV Å⁻¹ (same order as the records).